Entry 1:
63
Properties=species:S:1:pos:R:3 method="wB97M-V/def2-TZVPD" smiles="NP(O)C(=O)OCCC(=O)Cl.O=S1(=O)CCCC1.O=S1(=O)CCCC1.O=S1(=O)CCCC1" homo_lumo_gap_ha=0.300 e_tot_ha=-3431.4301 e_homo_ha=-0.3050
Cl -2.18 -0.55 1.87
S 1.16 0.40 -3.42
S -7.28 -0.35 -1.37
S 4.49 -0.32 0.19
P 2.53 0.64 3.40
O -7.39 0.85 -2.16
O 2.24 -0.54 -3.60
O 0.49 1.19 1.71
O -3.67 -0.96 4.00
O 4.38 0.80 -0.72
O 3.53 1.97 3.91
O -0.21 -0.03 -3.25
O -8.44 -1.01 -0.81
O -0.09 2.05 3.75
O 4.40 -0.17 1.62
N 2.45 -0.39 4.82
C 3.35 -1.60 -0.32
C -4.99 -1.70 -1.53
C -6.09 -0.08 -0.07
C 4.20 -2.75 -0.86
C 1.21 1.60 -4.75
C 0.83 1.34 2.91
C -2.85 -0.15 3.53
C -5.25 -1.36 -0.06
C 1.57 1.55 -2.11
C 5.55 -2.69 -0.15
C 1.81 2.90 -2.78
C 5.98 -1.23 -0.20
C 0.97 2.93 -4.06
C -2.41 1.16 4.37
C -0.83 1.18 4.64
C -6.32 -1.56 -2.27
H -0.69 1.61 5.70
H 5.44 -3.02 0.89
H -6.60 0.10 0.87
H 2.21 1.55 -5.19
H -0.09 3.04 -3.80
H 2.87 -1.30 4.53
H 1.56 3.72 -2.11
H 6.29 -3.34 -0.63
H -6.17 -1.22 -3.30
H 2.46 1.19 -1.59
H 1.25 3.77 -4.70
H -2.92 1.01 5.40
H 2.77 -1.91 0.56
H -4.32 -1.22 0.50
H 0.46 1.36 -5.50
H 4.35 -2.62 -1.94
H 2.87 3.00 -3.04
H -2.84 2.12 3.94
H -5.48 0.78 -0.35
H -4.57 -2.70 -1.64
H 6.30 -0.95 -1.20
H 3.70 -3.71 -0.71
H 2.68 -1.21 -1.08
H 6.76 -0.99 0.53
H 3.78 2.44 3.08
H -0.48 0.09 4.63
H -5.82 -2.17 0.41
H -4.26 -0.99 -1.94
H 0.73 1.59 -1.42
H -6.88 -2.50 -2.27
H 1.49 -0.63 5.11

=====

Entry 2:
55
Properties=species:S:1:pos:R:3 method="wB97M-V/def2-TZVPD" smiles="C[C@@H](Cl)C[C@H]1CCOS(=O)(=O)C1.CC(C)=O.CC(C)=O.CC(C)=O" homo_lumo_gap_ha=0.365 e_above_lowest_kcal_mol=0.00 e_tot_ha=-1938.0560 e_homo_ha=-0.3487
Cl -1.10 3.58 0.72
S 1.62 3.65 -3.63
O -3.46 -5.02 2.20
O -0.49 -0.63 1.62
O 2.94 3.76 -4.13
O 0.65 3.52 -4.89
O 1.20 4.68 -2.75
O 4.01 2.52 1.20
C -1.46 -2.67 2.38
C 0.06 1.56 -2.65
C -0.61 1.60 -4.03
C -0.79 2.41 -1.68
C 4.46 2.23 3.52
C -0.62 2.08 -0.19
C -0.65 3.00 -4.60
C -3.72 -6.17 1.95
C 0.78 1.75 0.25
C 1.49 2.04 -2.87
C -0.39 -2.43 0.06
C 4.13 4.54 2.43
C -3.35 -6.80 0.63
C 4.18 3.04 2.27
C -0.75 -1.79 1.38
C -4.43 -7.05 2.95
H -2.40 -3.02 1.96
H 0.28 -3.27 0.22
H -3.80 -7.91 3.20
H 1.14 0.83 -0.20
H -0.63 3.47 -1.81
H -2.69 -7.64 0.79
H 0.00 0.98 -4.69
H 0.83 1.65 1.32
H -1.29 -2.77 -0.45
H 2.12 2.02 -1.99
H 3.68 2.42 4.26
H -0.84 -3.53 2.63
H 0.12 -1.69 -0.57
H -1.17 2.95 -5.55
H -4.25 -7.14 0.12
H 5.08 4.91 2.81
H -1.62 1.22 -3.99
H -1.30 1.31 0.15
H 0.04 0.52 -2.33
H -5.37 -7.41 2.53
H -2.85 -6.06 0.00
H -1.67 -2.10 3.28
H 1.44 2.57 -0.03
H -1.22 3.67 -3.96
H 3.34 4.82 3.13
H -1.83 2.22 -1.93
H 5.42 2.51 3.94
H -4.63 -6.48 3.85
H 1.95 1.39 -3.60
H 4.46 1.18 3.27
H 3.93 5.00 1.47

=====

Entry 3:
52
Properties=species:S:1:pos:R:3 method="wB97M-V/def2-TZVPD" homo_lumo_gap_ha="0.144 / 0.208" s_squared=3.764 spin_multiplicity=4 e_tot_ha=-2823.4558 e_homo_ha="-0.1547 / -0.2187"
Co 3.06 4.27 -0.95
P -0.49 3.08 1.00
P 2.62 -0.64 -1.55
O -0.53 -2.20 0.21
N 1.15 -0.78 -0.71
C 3.88 -1.22 -0.41
C 0.34 -1.56 -0.25
C 2.70 5.24 0.61
C -1.48 4.15 -0.12
C 4.69 4.70 -1.67
C -0.59 4.10 2.53
C 5.14 4.64 0.90
C 3.98 5.55 1.40
C 2.67 -1.71 -2.96
C 2.44 5.98 -0.62
C 2.26 2.30 -1.00
C 3.48 6.93 -1.18
C -1.61 1.71 1.39
C 4.80 6.21 -1.66
C 4.79 3.94 -0.43
C 2.83 1.16 -1.89
H -1.51 3.82 3.05
H 3.80 5.33 2.46
H -2.43 1.72 0.66
H 0.28 3.87 3.16
H 5.66 6.55 -1.06
H 3.94 1.24 -1.93
H 3.67 -1.62 -3.43
H -0.59 5.16 2.27
H -1.32 5.21 0.12
H 2.41 1.33 -2.91
H 4.83 -0.73 -0.65
H 3.71 7.75 -0.49
H -1.98 1.83 2.41
H -1.04 0.77 1.30
H 3.59 -1.00 0.62
H 2.24 2.01 0.08
H 1.84 4.91 1.23
H 5.06 2.88 -0.48
H 1.20 2.55 -1.25
H 3.04 7.42 -2.06
H 2.54 -2.75 -2.62
H 3.98 -2.30 -0.55
H 5.02 6.53 -2.68
H -2.54 3.90 0.00
H -1.18 3.99 -1.16
H 1.91 -1.48 -3.72
H 4.98 4.22 -2.62
H 1.39 6.19 -0.92
H 6.09 5.19 0.82
H 5.29 3.84 1.64
H 4.25 6.62 1.38

=====

What did the second record say?
55
Properties=species:S:1:pos:R:3 method="wB97M-V/def2-TZVPD" smiles="C[C@@H](Cl)C[C@H]1CCOS(=O)(=O)C1.CC(C)=O.CC(C)=O.CC(C)=O" homo_lumo_gap_ha=0.365 e_above_lowest_kcal_mol=0.00 e_tot_ha=-1938.0560 e_homo_ha=-0.3487
Cl -1.10 3.58 0.72
S 1.62 3.65 -3.63
O -3.46 -5.02 2.20
O -0.49 -0.63 1.62
O 2.94 3.76 -4.13
O 0.65 3.52 -4.89
O 1.20 4.68 -2.75
O 4.01 2.52 1.20
C -1.46 -2.67 2.38
C 0.06 1.56 -2.65
C -0.61 1.60 -4.03
C -0.79 2.41 -1.68
C 4.46 2.23 3.52
C -0.62 2.08 -0.19
C -0.65 3.00 -4.60
C -3.72 -6.17 1.95
C 0.78 1.75 0.25
C 1.49 2.04 -2.87
C -0.39 -2.43 0.06
C 4.13 4.54 2.43
C -3.35 -6.80 0.63
C 4.18 3.04 2.27
C -0.75 -1.79 1.38
C -4.43 -7.05 2.95
H -2.40 -3.02 1.96
H 0.28 -3.27 0.22
H -3.80 -7.91 3.20
H 1.14 0.83 -0.20
H -0.63 3.47 -1.81
H -2.69 -7.64 0.79
H 0.00 0.98 -4.69
H 0.83 1.65 1.32
H -1.29 -2.77 -0.45
H 2.12 2.02 -1.99
H 3.68 2.42 4.26
H -0.84 -3.53 2.63
H 0.12 -1.69 -0.57
H -1.17 2.95 -5.55
H -4.25 -7.14 0.12
H 5.08 4.91 2.81
H -1.62 1.22 -3.99
H -1.30 1.31 0.15
H 0.04 0.52 -2.33
H -5.37 -7.41 2.53
H -2.85 -6.06 0.00
H -1.67 -2.10 3.28
H 1.44 2.57 -0.03
H -1.22 3.67 -3.96
H 3.34 4.82 3.13
H -1.83 2.22 -1.93
H 5.42 2.51 3.94
H -4.63 -6.48 3.85
H 1.95 1.39 -3.60
H 4.46 1.18 3.27
H 3.93 5.00 1.47